No. 1
Below is a molecular structure, C15H26F3N5Rb, with properties calculated with the ωB97M-V functional and the def2-TZVPD basis.

Positions of all 50 atoms, in Å:
Rb -0.68036 0.11945 -0.18986
N -1.11937 -0.57505 3.26431
C -1.89199 0.65805 3.46439
C -0.97750 1.86133 3.55788
N -0.09737 1.93974 2.39802
C 0.74805 3.13171 2.34179
C 0.87722 3.61267 0.90632
N 1.58800 2.60782 0.09585
H -1.74890 -1.36925 3.28485
H -0.49524 -0.70193 4.05559
H -2.50960 0.63086 4.36804
H -2.56454 0.77972 2.61151
H -0.41955 1.82552 4.50639
H -1.59919 2.75800 3.57901
H 0.49954 1.12252 2.39755
H 1.74566 2.94609 2.75934
H 0.30039 3.93071 2.93511
H 1.36342 4.59406 0.89661
H -0.12544 3.72955 0.49183
H 2.53108 2.49815 0.45454
H 1.68951 2.94834 -0.85353
F -7.85160 0.72842 -5.24850
C -6.88736 0.47568 -6.14961
F -7.31818 -0.53098 -6.91836
F -6.80228 1.56559 -6.93149
C -5.58095 0.16829 -5.47881
C -4.93419 -1.03912 -5.68293
C -3.76284 -1.31873 -4.99770
C -3.22199 -0.39914 -4.09842
C -3.86720 0.83269 -3.93880
C -5.03466 1.11479 -4.61987
C -2.03777 -0.71587 -3.34624
C -1.00484 -1.01486 -2.74876
H -5.34500 -1.76019 -6.37562
H -3.26017 -2.26435 -5.14864
H -3.44075 1.56780 -3.26912
H -5.52630 2.07078 -4.49151
N 1.61377 -2.16411 -3.96176
C 2.45536 -2.85285 -2.90513
C 2.43105 -1.89777 -1.71763
N 2.94680 -2.35719 -0.45461
H 1.50954 -2.72244 -4.80761
H 2.02115 -1.26634 -4.22250
H 0.65674 -1.95285 -3.57724
H 3.45134 -3.05537 -3.29602
H 1.98122 -3.80269 -2.66573
H 1.38043 -1.68662 -1.69009
H 2.95948 -0.97732 -1.98193
H 3.93430 -2.57146 -0.47948
H 2.44711 -3.15897 -0.09365

Its charge is +1. Its HOMO-LUMO gap is 0.2838 Eh. As for the multiplicity: 1. The energy above the lowest of the compared OMol25 structures with the same formula, charge and spin is 0.0 kJ/mol. For the total energy, the calculation gives -1184.36603 a.u.

=====

No. 2
Below is a single C15H26N6O2S molecule, with properties calculated with the ωB97M-V functional and the def2-TZVPD basis.

Positions of all 50 atoms, in Å:
C -2.79914 -4.06141 2.85351
C -2.04440 -3.27130 3.79549
N -1.33817 -2.08777 3.27397
C -2.05281 -0.75510 3.05731
C -1.17442 0.37237 2.42293
N -0.19716 -0.05586 1.40132
C -0.66697 0.03833 0.02314
N -0.34551 -0.87671 -0.82877
C -1.17598 -0.66055 -2.02042
C -1.94031 0.63714 -1.76719
N -1.46246 1.04134 -0.51764
S -0.79276 2.66767 -0.41402
O -1.67575 3.58685 -1.02288
O -0.38813 3.16282 0.95393
C 0.57224 2.49606 -1.48001
C 0.28415 2.78934 -2.87825
N 1.40430 2.68968 -3.51957
N 2.29239 2.25633 -2.66480
C 3.70412 2.12905 -3.09556
C 3.74978 1.07824 -4.22254
C 1.82662 2.15805 -1.48025
C 2.52463 1.41220 -0.42396
C 0.63170 -1.12305 1.94447
C -0.31044 -2.34369 2.31228
H -3.48274 -4.75968 3.32662
H -3.36590 -3.38265 2.22485
H -2.06901 -4.59592 2.19370
H -1.43698 -3.89947 4.38621
H -2.70547 -2.76476 4.59114
H -2.27768 -0.27216 3.95165
H -2.97007 -0.85573 2.47366
H -0.48601 0.73892 3.16259
H -1.88996 1.16918 2.19616
H -0.56643 -0.44928 -2.95407
H -1.75711 -1.55992 -2.30153
H -1.94349 1.34687 -2.54974
H -3.02796 0.30898 -1.61689
H -0.65304 3.04792 -3.29315
H 4.27717 1.82673 -2.22736
H 4.14430 3.02927 -3.44072
H 4.72348 0.69375 -4.52158
H 3.37683 1.57386 -5.14021
H 3.13119 0.20447 -3.98206
H 2.59549 0.34944 -0.68288
H 3.52719 1.85214 -0.10581
H 2.01425 1.37798 0.51379
H 1.22220 -0.92770 2.83909
H 1.33013 -1.51187 1.21928
H -0.73109 -2.75900 1.38876
H 0.39520 -3.06137 2.64600

Its charge is 0. The structure (SMILES) is CCN1CCN(C2=NCCN2S(=O)(=O)c2cnn(CC)c2C)CC1. Its HOMO-LUMO gap is 0.3207 Eh. As for the multiplicity: 1. For the total energy, the calculation gives -1464.21321 a.u.

=====

No. 3
Below is a molecular structure, C15H27AlBr22NO, with properties calculated with the ωB97M-V functional and the def2-TZVPD basis.

Positions of all 67 atoms, in Å:
C -5.29260 0.30182 2.59979
C -4.32949 -0.06922 3.76700
Al -2.40592 0.12410 3.18029
C -2.05589 -0.73089 1.34495
C -1.61780 0.30911 0.34534
C -0.09310 0.42257 0.27622
Br -2.28484 -0.08681 -1.51139
C -1.04357 -0.74076 4.46738
C 0.17576 0.13211 4.55450
O -0.19435 1.34044 5.25539
C 1.41225 -0.46102 5.29159
N 1.32075 -1.89816 5.64362
H -4.75002 0.57943 1.69931
H -5.94149 1.13372 2.85958
H -5.94201 -0.53466 2.35743
H -4.58195 -1.05825 4.13711
H -4.52243 0.63887 4.56957
H -2.03126 1.70558 3.03928
H -2.90767 -1.31497 1.00646
H -1.23486 -1.43410 1.46996
H -2.02829 1.28021 0.58399
H 0.18845 1.46122 0.43781
H 0.35896 -0.15732 1.06705
H 0.29515 0.07077 -0.66887
H -0.77551 -1.72705 4.09859
H -1.48834 -0.89269 5.45242
H 0.47722 0.41606 3.54025
H 0.25268 2.08209 4.82007
H 1.53864 0.14537 6.18585
H 2.29667 -0.29764 4.67788
H 1.06512 -1.95492 6.62453
H 2.26724 -2.27031 5.62092
C -4.59878 -2.95070 -3.71901
Br -5.85961 -3.98870 -4.75170
Br -4.07757 -3.85827 -2.10664
Br -3.07704 -2.44587 -4.78073
H -5.09972 -2.03954 -3.42650
C 3.47444 2.76799 6.78631
Br 4.31629 1.08115 7.19193
Br 3.16835 2.96009 4.89252
Br 1.85491 3.02090 7.79424
H 4.16220 3.54686 7.07790
C 7.81878 -1.19522 6.79759
Br 7.78307 0.70660 6.50851
Br 9.05772 -1.67402 8.19452
Br 6.06315 -1.92418 7.13604
H 8.17748 -1.64812 5.88589
C 3.07664 -2.27604 -0.30006
Br 2.73009 -1.52038 1.43328
Br 1.54581 -3.23576 -0.96454
Br 3.66578 -0.93245 -1.55275
H 3.88286 -2.98478 -0.19047
C -2.83324 -0.36412 -8.70616
Br -1.28007 -0.75413 -7.63538
Br -4.40717 -1.25509 -8.05526
Br -3.10456 1.53881 -8.86483
H -2.63447 -0.73962 -9.69907
C 0.15719 0.53826 -11.21388
Br -0.56778 -1.20454 -11.60617
Br 2.04132 0.45204 -10.82325
Br -0.22049 1.79827 -12.62039
H -0.33393 0.89584 -10.32166
C 1.85624 4.17201 -9.52367
Br 1.63873 5.99143 -10.11722
Br 3.00260 4.05349 -7.98282
Br 0.15704 3.32576 -9.20613
H 2.33622 3.62732 -10.32434

Its charge is -1. Its HOMO-LUMO gap is 0.2036 Eh. As for the multiplicity: 1. For the total energy, the calculation gives -57588.42434 a.u.

=====

No. 4
Below is 2 unconnected molecules or ions with the total composition C15H27B2F4N3O4, with properties calculated with the ωB97M-V functional and the def2-TZVPD basis.

Positions of all 55 atoms, in Å:
C -2.17577 1.19095 3.24543
O -3.22132 0.83251 2.33633
B -2.85494 0.50530 1.08059
O -3.40542 -0.57439 0.44269
C -1.86243 1.39050 0.16989
N -0.55900 0.75722 -0.10029
C -0.27861 0.57569 -1.51802
C 1.05656 -0.13166 -1.74449
C 2.15212 0.81294 -2.24139
C 2.51013 1.91774 -1.24531
N 3.66216 1.57033 -0.42333
C 3.29707 0.93762 0.83558
C 3.59020 -0.55602 0.87869
C 4.45508 -1.14796 -0.03301
C 4.67379 -2.52551 0.00572
C 4.02826 -3.30505 0.96085
C 3.17649 -2.71083 1.88236
C 2.94083 -1.34046 1.84229
O 2.06348 -0.81510 2.75025
C -1.44055 -0.18037 -2.15173
N -2.65264 0.68844 -2.15739
C -2.69962 1.73521 -1.06524
O -2.39003 2.95213 -1.67916
H -2.53940 0.97223 4.24062
H -1.27595 0.60988 3.05156
H -1.93664 2.25422 3.19991
H -2.75453 -1.18440 0.08949
H -1.69204 2.34361 0.68217
H -0.42629 -0.10935 0.40480
H -0.18383 1.57515 -1.94562
H 1.38032 -0.60013 -0.81316
H 0.93022 -0.94114 -2.46183
H 1.77115 1.30094 -3.14206
H 3.02245 0.23901 -2.54097
H 2.76775 2.81156 -1.81056
H 1.63665 2.18035 -0.64053
H 4.24682 2.37443 -0.26837
H 3.77467 1.43427 1.68370
H 2.21827 1.03197 1.00104
H 4.93599 -0.54523 -0.78419
H 5.34940 -2.95746 -0.71669
H 4.18281 -4.37173 0.99163
H 2.68778 -3.30540 2.63893
H 2.21516 0.12651 2.85832
H -1.62196 -1.07449 -1.56816
H -1.19053 -0.51943 -3.15233
H -3.51119 0.13083 -2.11852
H -2.67645 1.20278 -3.03865
H -3.73902 1.78219 -0.74783
H -1.67714 3.37227 -1.18880
B -6.00298 -2.54775 0.81405
F -4.90533 -3.16222 0.14769
F -7.13546 -3.35719 0.69693
F -5.67208 -2.35497 2.16430
F -6.24447 -1.29054 0.20183

Its charge is 0. Its HOMO-LUMO gap is 0.3113 Eh. As for the multiplicity: 1. The energy above the lowest of the compared OMol25 structures with the same formula, charge and spin is 0.0 kJ/mol. For the total energy, the calculation gives -1502.38505 a.u.

=====

- Which formula does entry 1 have?
  C15H26F3N5Rb